# 1
C78H182N10O18 | ωB97M-V/def2-TZVPD

```
288
Properties=species:S:1:pos:R:3
C -12.539 -27.274 18.660
O -11.917 -26.997 17.374
C -11.544 -28.181 16.657
C -11.452 -27.903 15.175
N -10.199 -27.296 14.798
C -10.360 -26.019 14.148
C -9.065 -25.472 13.591
O -8.639 -26.221 12.442
C -7.256 -25.990 12.197
H -13.143 -26.375 18.806
H -11.788 -27.356 19.409
H -13.206 -28.140 18.512
H -12.228 -29.021 16.800
H -10.556 -28.422 16.998
H -12.299 -27.347 14.791
H -11.500 -28.852 14.678
H -9.739 -27.892 14.078
H -10.702 -25.351 14.943
H -11.191 -26.002 13.406
H -8.283 -25.494 14.428
H -9.208 -24.391 13.315
H -6.624 -26.319 13.022
H -6.966 -24.940 12.068
H -7.036 -26.524 11.258
C -1.244 -28.695 12.744
O -2.508 -28.820 13.308
C -3.116 -27.445 13.311
C -4.442 -27.645 13.942
N -5.240 -28.677 13.221
C -6.523 -29.096 13.855
C -7.123 -30.067 12.881
O -6.474 -31.298 12.812
C -7.071 -32.246 13.664
H -1.260 -28.270 11.713
H -0.656 -29.608 12.833
H -0.764 -27.899 13.316
H -3.091 -27.008 12.292
H -2.537 -26.952 13.967
H -5.028 -26.690 13.983
H -4.285 -27.889 15.016
H -4.644 -29.450 13.014
H -7.167 -28.269 13.854
H -6.444 -29.479 14.907
H -6.947 -29.578 11.945
H -8.172 -30.187 13.054
H -8.096 -32.207 13.706
H -6.638 -32.220 14.675
H -6.803 -33.250 13.206
C -14.841 -31.126 20.851
O -14.959 -30.974 19.414
C -16.063 -31.677 18.909
C -16.048 -31.513 17.330
N -16.567 -30.260 16.881
C -15.669 -29.122 16.726
C -14.746 -29.269 15.611
O -15.450 -29.512 14.454
C -14.593 -29.438 13.311
H -15.824 -30.817 21.423
H -13.985 -30.482 21.216
H -14.649 -32.190 20.958
H -17.010 -31.352 19.355
H -16.000 -32.758 19.114
H -16.776 -32.313 16.964
H -15.058 -31.769 16.969
H -17.102 -30.355 16.044
H -15.144 -28.914 17.688
H -16.327 -28.232 16.607
H -14.172 -30.191 15.842
H -14.143 -28.430 15.414
H -15.128 -30.012 12.566
H -13.609 -29.988 13.542
H -14.368 -28.381 13.023
C -15.285 -25.636 14.951
O -14.933 -24.241 15.188
C -13.460 -24.199 15.313
C -13.011 -22.835 15.750
N -12.672 -22.706 17.155
C -13.670 -23.150 18.076
C -13.226 -23.227 19.552
O -14.033 -24.251 20.105
C -13.815 -24.352 21.483
H -14.777 -26.294 15.607
H -14.859 -25.904 13.950
H -16.358 -25.667 15.007
H -12.953 -24.511 14.363
H -13.190 -24.889 16.079
H -13.786 -22.087 15.462
H -12.127 -22.530 15.246
H -11.912 -23.354 17.327
H -13.886 -24.220 17.892
H -14.594 -22.509 17.981
H -13.380 -22.302 20.080
H -12.116 -23.386 19.700
H -12.723 -24.671 21.632
H -14.420 -25.208 21.886
H -13.978 -23.413 21.986
C -5.501 -29.389 20.480
O -6.082 -28.426 19.564
C -7.108 -28.924 18.756
C -7.621 -27.779 17.845
N -8.163 -26.696 18.650
C -8.783 -25.618 17.889
C -9.548 -24.673 18.774
O -8.629 -23.998 19.575
C -9.333 -22.922 20.206
H -5.137 -28.933 21.404
H -4.650 -29.890 20.029
H -6.363 -30.123 20.709
H -7.881 -29.449 19.381
H -6.648 -29.733 18.098
H -8.427 -28.120 17.217
H -6.780 -27.408 17.250
H -7.426 -26.300 19.267
H -9.554 -26.119 17.288
H -8.134 -25.048 17.211
H -10.393 -25.097 19.336
H -10.051 -23.938 18.104
H -8.568 -22.334 20.766
H -10.053 -23.357 20.917
H -9.860 -22.376 19.429
C -15.467 -18.168 20.295
O -15.177 -18.459 18.924
C -13.835 -18.847 18.766
C -13.573 -18.946 17.271
N -12.164 -19.331 17.181
C -11.585 -19.024 15.867
C -10.179 -19.625 15.869
O -10.277 -21.029 15.800
C -9.031 -21.608 16.093
H -16.387 -17.574 20.313
H -14.629 -17.510 20.813
H -15.654 -19.041 20.849
H -13.513 -19.809 19.157
H -13.203 -18.020 19.213
H -13.478 -17.950 16.908
H -14.376 -19.479 16.760
H -12.081 -20.373 17.287
H -11.319 -17.951 15.769
H -12.055 -19.477 15.009
H -9.855 -19.349 16.860
H -9.481 -19.162 15.120
H -9.052 -22.721 15.968
H -8.676 -21.300 17.057
H -8.305 -21.322 15.343
C -12.630 -30.438 10.454
C -11.169 -30.239 10.124
C -10.715 -28.797 9.834
O -10.437 -30.616 11.291
H -13.373 -29.941 9.811
H -12.762 -29.904 11.390
H -12.802 -31.476 10.763
H -10.962 -30.877 9.264
H -9.589 -28.847 9.604
H -10.904 -28.290 10.736
H -11.172 -28.238 9.066
H -9.583 -30.950 11.018
C -7.562 -31.156 8.271
C -8.004 -32.299 9.211
C -6.923 -33.409 8.996
O -8.087 -31.850 10.567
H -8.198 -30.297 8.595
H -7.832 -31.295 7.174
H -6.588 -30.722 8.420
H -8.958 -32.595 8.945
H -6.890 -33.627 7.931
H -7.211 -34.381 9.489
H -5.963 -33.014 9.380
H -7.210 -31.895 11.032
C -7.967 -25.829 22.826
C -9.285 -26.497 23.323
C -9.635 -27.572 22.287
C -8.855 -28.918 22.452
C -8.803 -29.437 23.893
C -8.455 -28.359 24.948
N -9.393 -27.193 24.664
O -9.088 -26.205 25.602
C -8.833 -28.792 26.386
C -6.996 -27.955 24.936
C -10.451 -25.499 23.245
H -7.341 -26.570 22.313
H -7.423 -25.225 23.565
H -8.220 -25.271 21.938
H -10.735 -27.779 22.321
H -9.466 -27.150 21.342
H -7.837 -28.849 22.061
H -9.253 -29.725 21.829
H -8.211 -30.348 24.016
H -9.836 -29.726 24.084
H -8.549 -28.097 27.165
H -9.948 -28.878 26.548
H -8.419 -29.849 26.617
H -6.789 -27.053 25.485
H -6.293 -28.648 25.364
H -6.550 -27.932 23.895
H -10.362 -25.069 22.253
H -10.341 -24.737 24.003
H -11.420 -25.961 23.340
H -9.928 -25.984 25.976
C -12.538 -22.983 11.683
C -11.742 -22.838 10.403
C -12.540 -21.832 9.462
C -12.391 -20.336 9.846
C -10.949 -19.972 10.207
C -10.326 -20.982 11.209
N -10.402 -22.322 10.580
O -9.798 -23.186 11.567
C -8.788 -20.618 11.167
C -10.816 -20.810 12.672
C -11.661 -24.201 9.721
H -11.867 -23.231 12.501
H -13.369 -23.822 11.642
H -13.081 -22.038 11.870
H -12.380 -21.851 8.374
H -13.597 -22.126 9.602
H -13.032 -20.313 10.725
H -12.809 -19.687 9.097
H -10.917 -18.945 10.490
H -10.410 -20.021 9.289
H -8.309 -21.011 10.240
H -8.669 -19.517 11.196
H -8.281 -20.935 12.084
H -10.444 -21.579 13.278
H -10.401 -19.856 13.089
H -11.856 -20.731 12.776
H -12.660 -24.292 9.174
H -11.818 -24.984 10.485
H -10.755 -24.382 9.104
H -9.179 -23.765 11.089
C -11.359 -30.856 19.676
C -10.639 -32.092 19.127
C -9.835 -31.796 17.838
C -8.829 -32.949 17.460
C -7.843 -33.191 18.635
C -8.608 -33.453 19.957
N -9.585 -32.418 20.174
O -10.218 -32.620 21.444
C -9.224 -34.904 19.896
C -7.676 -33.479 21.190
C -11.650 -33.211 19.051
H -11.775 -30.995 20.646
H -10.649 -29.995 19.722
H -12.154 -30.563 18.986
H -10.387 -31.513 16.941
H -9.166 -30.921 17.995
H -9.441 -33.842 17.245
H -8.288 -32.761 16.532
H -7.285 -32.269 18.767
H -7.055 -34.027 18.464
H -10.163 -35.078 20.530
H -8.520 -35.587 20.281
H -9.617 -35.216 18.953
H -6.835 -34.151 20.954
H -8.277 -33.791 22.132
H -7.245 -32.553 21.451
H -11.429 -34.001 18.395
H -11.863 -33.462 20.073
H -12.639 -32.842 18.652
H -10.101 -31.831 22.008
C -18.267 -24.037 18.780
C -18.917 -24.558 20.101
C -20.026 -25.435 19.709
C -19.543 -26.813 19.093
C -18.696 -27.526 20.066
C -17.472 -26.720 20.571
N -18.013 -25.388 20.990
O -16.854 -24.649 21.493
C -16.886 -27.347 21.812
C -16.344 -26.638 19.514
C -19.518 -23.434 20.907
H -17.848 -24.772 18.138
H -17.507 -23.270 18.954
H -18.984 -23.557 18.199
H -20.782 -25.674 20.556
H -20.659 -24.887 18.996
H -19.055 -26.492 18.199
H -20.360 -27.402 18.660
H -18.166 -28.395 19.686
H -19.254 -27.935 20.991
H -16.603 -28.345 21.510
H -16.051 -26.751 22.234
H -17.638 -27.473 22.647
H -16.624 -26.710 18.440
H -15.704 -25.787 19.656
H -15.605 -27.507 19.732
H -20.088 -23.790 21.752
H -20.099 -22.904 20.108
H -18.717 -22.813 21.306
H -16.392 -24.079 20.805
```

As for the LUMO energy: 0.0200 Ha. Its maximum force is 4.31 eV/Å. The calculation puts the relative energy (zero: lowest compared OMol25 entry of this formula, charge and spin) at 64.5 kJ/mol. The frontier orbital gap comes out at 8.835 eV.

=====

# 2
C30H54F2N3O7Si | ωB97M-V/def2-TZVPD

```
97
Properties=species:S:1:pos:R:3
C 4.475 1.337 -0.758
Si 5.380 -0.029 -1.663
C 6.926 0.657 -2.512
C 4.335 -0.789 -3.045
C 3.137 -1.564 -2.452
C 3.196 -3.092 -2.645
F 4.438 -3.578 -2.585
F 2.606 -3.371 -3.853
C 2.284 -3.721 -1.586
C 2.741 -4.812 -0.827
N 1.993 -5.328 0.111
N 0.823 -4.754 0.272
C 0.274 -3.758 -0.397
C -1.119 -3.261 -0.062
C -1.320 -1.754 -0.340
O -2.725 -1.547 -0.541
C -0.917 -0.847 0.831
N 0.341 -0.142 0.494
C 1.046 -3.193 -1.407
C 5.899 -1.311 -0.385
C 5.200 -1.519 0.784
C 5.622 -2.439 1.713
C 6.744 -3.176 1.474
C 7.454 -3.012 0.313
C 7.027 -2.084 -0.597
H 5.078 1.703 0.080
H 3.529 0.997 -0.317
H 4.248 2.215 -1.371
H 7.370 -0.183 -3.056
H 6.652 1.442 -3.220
H 7.660 1.021 -1.791
H 4.921 -1.445 -3.692
H 3.917 0.037 -3.626
H 2.198 -1.232 -2.897
H 3.042 -1.420 -1.367
H 3.724 -5.238 -0.976
H 0.260 -5.141 1.028
H -1.803 -3.888 -0.642
H -1.252 -3.434 1.010
H -0.826 -1.395 -1.248
H -3.022 -2.205 -1.181
H -0.824 -1.425 1.750
H -1.708 -0.094 0.906
H 0.145 0.515 -0.258
H 0.572 0.454 1.284
H 0.696 -2.357 -1.983
H 4.308 -0.941 1.019
H 5.086 -2.585 2.644
H 7.119 -3.897 2.193
H 8.340 -3.599 0.105
H 7.565 -1.918 -1.526
C 0.753 7.147 -0.193
O 0.580 6.233 -1.257
C 1.473 5.136 -1.207
C 0.791 3.850 -1.625
O -0.121 3.322 -0.665
C -1.355 4.008 -0.469
C -2.317 3.928 -1.637
O -1.909 4.787 -2.688
C -2.233 4.291 -3.969
H 1.688 7.706 -0.307
H -0.081 7.846 -0.217
H 0.743 6.634 0.774
H 1.888 5.013 -0.201
H 2.296 5.342 -1.904
H 1.568 3.085 -1.723
H 0.321 3.942 -2.605
H -1.186 5.040 -0.164
H -1.827 3.501 0.377
H -3.310 4.255 -1.302
H -2.382 2.890 -1.983
H -1.892 3.256 -4.093
H -1.716 4.909 -4.702
H -3.311 4.351 -4.151
C -6.124 -2.001 5.924
O -6.719 -1.374 4.808
C -6.722 0.043 4.896
C -6.444 0.683 3.552
O -5.094 0.579 3.113
C -4.627 -0.691 2.689
C -5.232 -1.193 1.393
O -6.555 -1.660 1.602
C -7.400 -1.448 0.492
H -6.758 -1.904 6.811
H -6.007 -3.058 5.689
H -5.132 -1.584 6.131
H -5.979 0.391 5.621
H -7.717 0.355 5.237
H -6.625 1.755 3.661
H -7.136 0.326 2.789
H -4.724 -1.433 3.485
H -3.556 -0.551 2.515
H -4.636 -2.035 1.023
H -5.210 -0.388 0.650
H -7.353 -0.409 0.149
H -8.420 -1.655 0.810
H -7.142 -2.123 -0.333
```

As for the LUMO energy: -0.1713 Ha. Its maximum force is 2.29 eV/Å. The calculation puts the relative energy (zero: lowest compared OMol25 entry of this formula, charge and spin) at 0.0 kJ/mol. As for the net charge: +1. The frontier orbital gap comes out at 6.088 eV.

=====

# 3
C36H33Cl5InN2P | ωB97M-V/def2-TZVPD

```
78
Properties=species:S:1:pos:R:3
In -0.211 -0.769 0.666
Cl -0.405 -2.700 3.089
C 1.283 -2.446 2.932
C 1.678 -1.475 2.030
C 3.044 -1.320 1.863
Cl 3.593 -0.182 0.700
C 3.982 -2.050 2.592
Cl 5.669 -1.775 2.380
C 3.537 -2.994 3.515
Cl 4.662 -3.884 4.464
C 2.169 -3.208 3.679
Cl 1.602 -4.396 4.788
N -1.650 0.595 2.907
C -1.723 1.961 2.700
C -2.776 2.732 3.145
C -2.834 4.103 2.874
C -1.825 4.731 2.194
C -0.731 3.983 1.716
C 0.359 4.555 1.028
C 1.344 3.739 0.541
C 1.239 2.354 0.729
N 0.275 1.793 1.417
C -0.698 2.579 1.929
H -2.347 0.232 3.546
H -0.712 0.271 3.113
H -3.566 2.276 3.726
H -3.680 4.672 3.233
H -1.850 5.796 2.015
H 0.397 5.628 0.895
H 2.193 4.140 0.009
H 1.968 1.681 0.300
C -4.136 -4.055 2.322
C -4.371 -3.122 1.143
P -2.756 -2.405 0.545
C -3.309 -1.295 -0.842
C -4.669 -1.537 -1.486
C -1.980 -3.851 -0.326
C -2.706 -4.436 -1.530
H -5.082 -4.413 2.720
H -3.601 -3.537 3.115
H -3.548 -4.919 2.023
H -4.977 -2.268 1.461
H -4.899 -3.636 0.339
H -2.514 -1.343 -1.593
H -3.277 -0.281 -0.419
H -4.747 -2.550 -1.871
H -4.797 -0.850 -2.322
H -5.481 -1.363 -0.783
H -1.831 -4.619 0.441
H -0.986 -3.504 -0.632
H -3.713 -4.758 -1.273
H -2.164 -5.306 -1.900
H -2.751 -3.708 -2.335
C 0.018 -0.933 -1.608
C 0.903 -0.080 -1.884
C 1.820 0.768 -2.417
C 1.374 2.069 -2.892
C 2.076 2.794 -3.857
C 1.622 4.032 -4.271
C 0.468 4.580 -3.735
C -0.253 3.857 -2.796
C 0.183 2.612 -2.395
C 3.219 0.363 -2.401
C 3.561 -0.992 -2.485
C 4.871 -1.399 -2.329
C 5.868 -0.469 -2.073
C 5.541 0.874 -1.983
C 4.236 1.291 -2.156
H 2.970 2.369 -4.291
H 2.164 4.562 -5.041
H 0.131 5.558 -4.048
H -1.170 4.259 -2.392
H -0.381 2.043 -1.667
H 2.783 -1.721 -2.665
H 5.117 -2.450 -2.390
H 6.889 -0.792 -1.929
H 6.310 1.600 -1.761
H 3.989 2.338 -2.046
```

As for the LUMO energy (spin up / spin down): -0.0287 / -0.0352 Ha. Its maximum force is 1.01 eV/Å. The frontier orbital gap (spin up / spin down) comes out at 5.775 / 5.152 eV.